Formula: C4H6O7Tl
Source: OMol25
Level of theory: ωB97M-V with the def2-TZVPD basis set

Geometry as XYZ:
```
18
Properties=species:S:1:pos:R:3:forces:R:3
O -0.663954 1.187944 -0.757434 1.062 -0.428 0.588
C 0.175528 0.668435 0.180355 0.332 1.509 -0.564
C 0.774596 -0.669943 -0.250002 -0.306 -0.024 0.378
O 2.005282 -0.360122 -0.951707 0.569 -0.644 0.421
C 2.445563 0.792795 -0.575956 -1.509 0.943 -1.533
O 1.643354 1.541792 0.046513 0.169 -0.147 0.322
O 3.546390 1.185631 -1.105165 0.492 -0.258 0.291
H -1.053566 2.018382 -0.456177 -0.062 0.140 0.101
H 0.029169 1.032304 1.199170 -0.152 -0.852 -0.305
H 0.139423 -1.198315 -0.965225 0.094 0.174 0.251
H 1.018249 -1.293062 0.613018 -0.085 0.110 -0.218
H 3.719852 2.127467 -0.943184 -0.013 -0.010 0.143
O -2.751455 -0.689862 -0.659432 0.037 0.152 0.278
C -2.442137 -1.187315 0.548222 0.126 -0.439 -1.720
O -1.403887 -0.743505 1.148981 -0.233 0.524 -0.283
O -3.115529 -2.151897 0.945963 -0.606 0.395 -0.415
Tl -1.957977 -2.262019 2.879037 0.371 -0.966 2.160
H -2.108897 0.001297 -0.896976 -0.285 -0.180 0.105
```
Positions in Å, forces in eV/Å.

DFT total energy in eV: -23264.85422
2S+1: 1
Energy above the lowest of the compared OMol25 structures with the same formula, charge and spin in kJ/mol: 21.5
Net charge: +1
Gap between HOMO and LUMO in eV: 9.52
LUMO energy in eV: -3.49